Record 1
Density functional theory data (ωB97M-V with the def2-TZVPD basis set) for 5 unconnected molecules or ions with the total composition C8H20BrO18PS5Si at a distorted geometry.

Last column: natural (NBO) charge in e.
Atoms and positions in Å:
O (-0.91, 3.50, -1.51)  -0.964
P (-1.51, 1.98, -1.08)  1.328
O (-1.14, 1.81, 0.54)  -0.948
S (-3.43, 1.90, -1.32)  -0.591
Si (-0.43, 0.34, -2.14)  0.711
Br (1.51, -0.02, -0.97)  -0.319
H (-1.26, 4.07, -0.79)  0.498
H (-1.99, 1.58, 0.95)  0.512
H (-1.32, -0.83, -2.03)  -0.103
H (-0.16, 0.63, -3.55)  -0.114
O (2.55, 0.81, -4.07)  -0.898
S (3.52, 1.61, -4.74)  2.536
O (3.67, 1.62, -6.15)  -0.885
O (4.96, 1.32, -4.07)  -0.681
C (5.51, 2.54, -3.55)  -0.100
C (4.30, 3.39, -3.20)  -0.103
O (3.35, 3.13, -4.23)  -0.678
H (6.10, 3.00, -4.34)  0.192
H (6.14, 2.34, -2.69)  0.210
H (4.55, 4.45, -3.15)  0.212
H (3.86, 3.08, -2.24)  0.194
O (-2.67, -2.99, -1.02)  -0.902
S (-3.54, -2.27, -0.15)  2.545
O (-4.84, -1.86, -0.54)  -0.882
O (-2.73, -0.98, 0.40)  -0.695
C (-2.69, -1.02, 1.83)  -0.107
C (-2.74, -2.49, 2.19)  -0.108
O (-3.65, -3.07, 1.25)  -0.671
H (-3.56, -0.48, 2.21)  0.193
H (-1.78, -0.54, 2.19)  0.212
H (-3.09, -2.66, 3.21)  0.221
H (-1.77, -2.97, 2.05)  0.192
O (-2.72, -5.72, 2.97)  -0.906
S (-2.71, -5.81, 1.55)  2.533
O (-3.65, -5.14, 0.73)  -0.866
O (-2.67, -7.37, 1.14)  -0.681
C (-1.51, -7.64, 0.35)  -0.100
C (-0.48, -6.62, 0.80)  -0.101
O (-1.22, -5.42, 1.03)  -0.687
H (-1.77, -7.49, -0.70)  0.196
H (-1.17, -8.66, 0.50)  0.211
H (0.30, -6.45, 0.06)  0.216
H (-0.02, -6.92, 1.75)  0.190
O (-1.28, 4.76, 3.37)  -0.890
S (-0.23, 4.14, 2.64)  2.521
O (-0.44, 2.99, 1.80)  -0.881
O (0.98, 3.83, 3.67)  -0.684
C (2.17, 4.48, 3.23)  -0.100
C (1.69, 5.71, 2.47)  -0.102
O (0.53, 5.27, 1.77)  -0.686
H (2.72, 3.80, 2.57)  0.191
H (2.80, 4.74, 4.08)  0.212
H (2.44, 6.09, 1.78)  0.212
H (1.39, 6.50, 3.16)  0.194

The calculation puts the total energy at -186856.802 eV. The calculation puts the HOMO energy at -8.64 eV. As for the multiplicity: 1. The calculation puts the LUMO energy at -0.022 eV. Its gap between HOMO and LUMO is 8.621 eV. For the largest force on an atom, the calculation gives 7.2 eV/A. The structure (SMILES) is OP(O)(=S)[SiH2]Br.O=S1(=O)OCCO1.O=S1(=O)OCCO1.O=S1(=O)OCCO1.O=S1(=O)OCCO1.

Record 2
Density functional theory data (ωB97M-V with the def2-TZVPD basis set) for a molecular structure, C8H20F18KO4P3 at a distorted geometry.

Last column: natural (NBO) charge in e.
Atoms and positions in Å:
K (0.10, 1.32, 0.64)  0.944
P (0.19, 0.79, 4.28)  2.588
F (-0.92, 1.61, 3.29)  -0.600
F (1.29, 0.66, 3.03)  -0.613
F (0.76, 2.24, 4.73)  -0.563
F (1.13, -0.09, 5.29)  -0.591
F (-0.89, 0.74, 5.56)  -0.602
F (-0.51, -0.53, 3.65)  -0.605
P (2.46, 4.36, 0.55)  2.587
F (1.11, 4.36, -0.39)  -0.594
F (1.51, 4.79, 1.83)  -0.579
F (2.37, 2.75, 0.96)  -0.598
F (3.85, 4.62, 1.39)  -0.593
F (3.36, 4.03, -0.78)  -0.604
F (2.47, 5.92, 0.23)  -0.605
P (-2.71, 3.50, 0.98)  2.596
F (-1.36, 3.59, 1.86)  -0.592
F (-3.66, 3.35, 2.27)  -0.583
F (-2.92, 5.16, 1.14)  -0.607
F (-4.03, 3.50, -0.04)  -0.596
F (-1.66, 3.76, -0.23)  -0.595
F (-2.48, 1.92, 0.91)  -0.608
C (2.02, -1.51, -0.69)  -0.276
O (1.61, -0.21, -1.13)  -0.563
C (2.59, 0.44, -1.89)  -0.112
C (1.88, 1.57, -2.69)  -0.081
O (0.70, 1.12, -3.29)  -0.523
C (0.81, 0.09, -4.16)  -0.238
H (2.58, -1.62, 0.24)  0.201
H (2.23, -2.15, -1.55)  0.170
H (1.05, -1.90, -0.38)  0.188
H (3.16, -0.26, -2.50)  0.159
H (3.21, 1.01, -1.20)  0.209
H (2.61, 1.94, -3.41)  0.160
H (1.50, 2.40, -2.09)  0.239
H (0.89, -0.90, -3.70)  0.151
H (1.68, 0.21, -4.81)  0.146
H (0.00, 0.04, -4.89)  0.180
C (-2.22, -1.36, -0.24)  -0.263
O (-2.58, -2.74, -0.42)  -0.541
C (-1.40, -3.45, -0.85)  -0.089
C (-1.61, -5.03, -1.11)  -0.076
O (-2.44, -5.69, -0.08)  -0.542
C (-1.84, -6.02, 1.09)  -0.241
H (-3.07, -0.72, 0.01)  0.227
H (-2.00, -0.99, -1.24)  0.163
H (-1.40, -1.17, 0.45)  0.171
H (-0.70, -3.38, -0.02)  0.167
H (-1.06, -3.00, -1.79)  0.170
H (-0.74, -5.69, -1.11)  0.175
H (-2.13, -5.06, -2.07)  0.185
H (-2.49, -6.46, 1.85)  0.193
H (-1.31, -5.18, 1.52)  0.165
H (-0.97, -6.68, 1.01)  0.137

The calculation puts the total energy at -109936.102 eV. For the relative energy (zero: lowest compared OMol25 entry of this formula, charge and spin), the calculation gives 62.50 kcal/mol. The calculation puts the HOMO energy at -6.03 eV. As for the multiplicity: 1. The calculation puts the LUMO energy at 3.510 eV. Its gap between HOMO and LUMO is 9.541 eV. For the largest force on an atom, the calculation gives 3.9 eV/A. As for the total charge: -2.

Record 3
Density functional theory data (ωB97M-V with the def2-TZVPD basis set) for a molecular structure, C8H20F2Li2N2O11S2 at a distorted geometry.

Last column: natural (NBO) charge in e.
Atoms and positions in Å:
Li (-0.88, -0.76, 1.02)  0.864
Li (-3.54, -1.41, 2.11)  0.957
N (-1.75, -0.65, 2.80)  -1.287
S (-1.82, 0.73, 3.75)  2.333
O (-0.53, 1.26, 4.20)  -0.828
O (-2.97, 0.94, 4.61)  -0.823
F (-2.17, 1.62, 2.44)  -0.509
S (-1.18, -1.43, 4.04)  2.396
O (-2.00, -1.56, 5.23)  -0.825
O (0.26, -1.39, 4.12)  -0.874
F (-1.44, -2.84, 3.33)  -0.527
N (-3.32, -0.66, -0.84)  0.721
O (-4.49, -0.85, -0.51)  -0.439
O (-2.36, -1.07, -0.22)  -0.607
O (-3.08, -0.16, -1.98)  -0.449
C (0.20, -0.18, -2.52)  -0.280
O (-0.61, 0.52, -3.44)  -0.157
C (-0.72, 1.93, -3.52)  -0.128
C (0.68, 2.61, -3.86)  -0.077
O (1.42, 3.01, -2.69)  -0.511
C (2.85, 2.97, -2.81)  -0.264
H (-0.31, -0.10, -1.56)  0.255
H (1.11, 0.42, -2.44)  0.221
H (0.24, -1.21, -2.87)  0.241
H (-1.11, 2.33, -2.58)  0.254
H (-1.55, 2.22, -4.16)  0.251
H (0.42, 3.53, -4.38)  0.236
H (1.24, 1.92, -4.48)  0.202
H (3.17, 1.96, -3.07)  0.176
H (3.38, 3.20, -1.89)  0.215
H (3.14, 3.77, -3.49)  0.200
C (-0.09, -3.87, 0.65)  -0.266
O (0.20, -2.47, 0.74)  -0.608
C (1.54, -2.18, 1.17)  -0.095
C (1.83, -0.72, 0.72)  -0.085
O (0.80, 0.24, 1.00)  -0.624
C (1.34, 1.56, 1.38)  -0.253
H (-0.22, -4.23, 1.68)  0.201
H (0.47, -4.52, -0.03)  0.203
H (-1.11, -3.84, 0.28)  0.196
H (2.36, -2.75, 0.72)  0.198
H (1.58, -2.30, 2.25)  0.216
H (1.87, -0.76, -0.37)  0.159
H (2.84, -0.56, 1.10)  0.214
H (1.99, 1.86, 0.56)  0.177
H (1.79, 1.55, 2.37)  0.216
H (0.58, 2.34, 1.43)  0.215

The calculation puts the total energy at -61624.202 eV. The calculation puts the HOMO energy (alpha / beta) at -13.34 / -12.54 eV. As for the multiplicity: 2. The calculation puts the LUMO energy (alpha / beta) at -2.937 / -8.290 eV. Its gap between HOMO and LUMO (alpha / beta) is 10.400 / 4.253 eV. For the largest force on an atom, the calculation gives 7.8 eV/A. As for the total charge: +1.

Which of these has the highest largest force on an atom? C8H20F2Li2N2O11S2